This record from the OMol25 dataset describes C14H24BrIrN4O2 as an isolated structure. The level of theory is wB97M-V/def2-TZVPD.

Properties
total charge: +1
HOMO level (alpha / beta): -7.44 / -11.67 eV
maximum force: 5.69 eV Å⁻¹
<S²>: 8.768
spin multiplicity: 6
energy relative to the best compared isomer or geometry (same formula, charge and spin): 1.220 eV
Kohn-Sham gap (alpha / beta): 4.81 / 6.74 eV
lowest unoccupied orbital energy (alpha / beta): -2.6 / -4.9 eV
molecular weight: 552.5 g/mol

Element x y z (Å)
Ir  0.571  -0.333  0.597
N  0.331  -2.344  -0.062
C  1.637  -2.971  -0.407
C  2.814  -2.315  0.242
N  2.571  -0.895  -0.020
C  3.424  0.023  0.764
C  2.806  1.460  0.813
N  1.368  1.489  1.117
C  3.024  -0.518  -1.422
C  2.068  0.518  -2.036
N  0.714  0.273  -1.481
H  0.000  -2.814  0.794
H  -0.419  -2.523  -0.779
H  1.703  -2.925  -1.520
H  1.583  -4.023  -0.074
H  3.739  -2.642  -0.233
H  2.751  -2.441  1.291
H  4.425  0.177  0.338
H  3.524  -0.349  1.798
H  2.970  2.035  -0.128
H  3.347  2.039  1.552
H  0.831  2.294  0.766
H  1.237  1.453  2.152
H  3.004  -1.403  -2.049
H  4.058  -0.183  -1.622
H  2.138  0.269  -3.098
H  2.405  1.584  -1.877
H  0.151  -0.300  -2.094
H  0.244  1.148  -1.401
Br  -7.362  3.118  -0.092
C  -5.743  2.259  -0.276
C  -5.707  0.965  -0.759
C  -4.682  0.149  -0.453
C  -3.543  0.652  0.171
C  -3.562  1.949  0.702
C  -4.591  2.805  0.362
C  -2.317  -0.192  0.154
O  -1.315  0.333  0.852
O  -2.396  -1.278  -0.434
H  -6.570  0.542  -1.356
H  -4.597  -0.898  -0.758
H  -2.696  2.227  1.264
H  -4.517  3.806  0.680
C  0.317  -0.733  2.344
H  -0.756  -0.887  2.540
H  1.019  -0.598  3.138


This record from the OMol25 dataset describes an isolated ion of composition C5H12NO and charge +1. The level of theory is wB97M-V/def2-TZVPD.

Properties
total charge: +1
HOMO level: -13.60 eV
maximum force: 2.11 eV Å⁻¹
spin multiplicity: 1
energy relative to the best compared isomer or geometry (same formula, charge and spin): 0.957 eV
Kohn-Sham gap: 10.00 eV
lowest unoccupied orbital energy: -3.6 eV
molecular weight: 102.2 g/mol
SMILES: C=CC[C@@H]([NH3+])CO

Element x y z (Å)
C  2.228  -0.914  -1.760
C  1.034  -0.345  -1.786
C  -0.093  -0.667  -0.844
C  -0.200  0.343  0.331
N  -1.303  1.324  0.094
C  -0.502  -0.371  1.637
O  -0.157  0.570  2.669
H  2.469  -1.608  -0.962
H  3.011  -0.635  -2.446
H  0.793  0.395  -2.545
H  -1.033  -0.682  -1.401
H  -0.041  -1.668  -0.427
H  0.732  0.888  0.463
H  -1.368  1.971  0.887
H  -1.152  1.904  -0.736
H  -2.196  0.854  -0.049
H  0.095  -1.254  1.715
H  -1.579  -0.534  1.735
H  -0.738  0.432  3.422


This record from the OMol25 dataset describes the molecule C5H10O. The level of theory is wB97M-V/def2-TZVPD.

Properties
total charge: 0
HOMO level: -10.11 eV
maximum force: 0.90 eV Å⁻¹
spin multiplicity: 1
energy relative to the best compared isomer or geometry (same formula, charge and spin): 0.329 eV
Kohn-Sham gap: 11.14 eV
lowest unoccupied orbital energy: 1.0 eV
molecular weight: 86.1 g/mol
SMILES: OC1CCCC1

Element x y z (Å)
O  -1.981  0.207  0.725
C  -1.052  0.230  -0.355
C  -0.291  -1.118  -0.427
C  1.167  -0.816  -0.007
C  1.145  0.578  0.669
C  -0.001  1.292  -0.080
H  -2.611  -0.491  0.502
H  -1.584  0.575  -1.252
H  -0.747  -1.809  0.293
H  -0.346  -1.592  -1.412
H  1.810  -0.801  -0.895
H  1.574  -1.590  0.655
H  0.976  0.476  1.747
H  2.115  1.074  0.543
H  -0.575  2.132  0.328
H  0.403  1.651  -1.034


This record from the OMol25 dataset describes C2H5F5N3OP3 as an isolated structure. The level of theory is wB97M-V/def2-TZVPD.

Properties
total charge: 0
HOMO level: -10.64 eV
maximum force: 4.89 eV Å⁻¹
spin multiplicity: 1
energy relative to the best compared isomer or geometry (same formula, charge and spin): 0.000 eV
Kohn-Sham gap: 11.03 eV
lowest unoccupied orbital energy: 0.4 eV
molecular weight: 275.0 g/mol

Element x y z (Å)
C  2.529  0.352  0.050
C  1.843  -0.999  0.067
N  -1.493  0.209  -1.300
N  -0.627  1.659  0.079
N  -1.993  -0.846  0.554
O  0.552  -0.889  -0.517
F  -0.174  2.615  1.017
F  -2.258  -1.787  1.631
F  -3.108  1.952  -0.405
F  -0.123  -0.065  1.855
F  -2.101  -1.981  -1.802
P  -1.758  1.879  -1.267
P  -0.535  -0.057  0.209
P  -2.839  -0.738  -0.970
H  2.378  0.905  -0.829
H  2.014  0.937  0.860
H  3.524  0.204  0.335
H  1.765  -1.468  0.972
H  2.402  -1.883  -0.541


This record from the OMol25 dataset describes the molecule C7H17NO. The level of theory is wB97M-V/def2-TZVPD.

Properties
total charge: 0
HOMO level: -7.87 eV
maximum force: 5.85 eV Å⁻¹
spin multiplicity: 1
energy relative to the best compared isomer or geometry (same formula, charge and spin): 2.505 eV
Kohn-Sham gap: 8.62 eV
lowest unoccupied orbital energy: 0.7 eV
molecular weight: 131.2 g/mol
SMILES: C[C@@H](N)[C@H](O)C(C)(C)C

Element x y z (Å)
C  2.725  -0.925  -0.802
C  1.440  -0.044  0.273
N  1.688  1.325  0.394
C  0.326  -0.442  -0.583
O  0.310  0.263  -1.789
C  -1.176  0.060  0.304
C  -1.164  -0.440  1.740
C  -1.358  1.566  0.254
C  -2.278  -0.641  -0.484
H  2.591  -1.050  -1.876
H  2.814  -1.904  -0.335
H  3.662  -0.382  -0.679
H  1.462  -0.554  1.235
H  2.501  1.564  0.942
H  1.630  1.813  -0.490
H  0.198  -1.524  -0.651
H  0.095  -0.367  -2.488
H  -0.900  -1.498  1.794
H  -0.470  0.130  2.355
H  -2.157  -0.330  2.187
H  -2.322  1.849  0.689
H  -1.346  1.927  -0.773
H  -0.566  2.071  0.805
H  -2.153  -1.725  -0.464
H  -3.254  -0.427  -0.038
H  -2.299  -0.314  -1.523


This record from the OMol25 dataset describes C19H36AlF12N2O29S10 as an isolated structure. The level of theory is wB97M-V/def2-TZVPD.

Properties
total charge: +2
HOMO level (alpha / beta): -13.69 / -13.68 eV
maximum force: 6.07 eV Å⁻¹
<S²>: 1.773
spin multiplicity: 2
Kohn-Sham gap (alpha / beta): 2.89 / 1.37 eV
lowest unoccupied orbital energy (alpha / beta): -10.8 / -12.3 eV
molecular weight: 1332.1 g/mol

Element x y z (Å)
Al  1.304  -3.335  0.956
C  0.763  2.057  1.306
F  0.487  3.062  2.104
F  0.125  2.160  0.117
F  2.099  2.036  1.099
S  0.115  0.267  2.075
O  1.315  -0.200  2.801
O  -1.070  0.436  2.808
N  -0.066  -0.858  0.684
S  -1.470  -0.439  0.020
O  -2.398  -1.453  0.217
O  -1.994  0.964  0.148
C  -1.049  -0.784  -1.943
F  -0.179  0.090  -2.388
F  -0.635  -2.012  -2.054
F  -2.167  -0.641  -2.722
C  5.530  -4.401  0.074
F  4.622  -4.238  -0.882
F  5.709  -5.743  0.127
F  6.752  -3.895  -0.244
S  4.852  -3.722  1.734
O  3.839  -4.694  2.111
O  6.022  -3.673  2.599
N  3.985  -2.305  1.194
S  4.987  -1.094  1.439
O  4.729  -0.468  2.738
O  6.335  -1.394  1.057
C  4.105  -0.054  -0.049
F  2.828  -0.240  -0.128
F  4.309  1.292  0.044
F  4.627  -0.438  -1.263
O  -0.833  -5.843  -3.247
S  -1.323  -5.177  -2.035
O  -0.431  -4.512  -1.097
O  -2.472  -4.081  -2.404
C  -3.265  -4.259  -3.653
C  -3.385  -2.889  -4.251
C  -2.424  -6.371  -1.056
H  -4.274  -4.667  -3.583
H  -2.910  -4.944  -4.423
H  -3.576  -2.942  -5.323
H  -2.514  -2.250  -4.106
H  -4.228  -2.367  -3.797
H  -2.966  -6.932  -1.817
H  -3.002  -5.914  -0.253
H  -1.711  -6.995  -0.517
O  2.534  2.171  6.211
S  2.866  3.074  5.123
O  1.857  3.853  4.388
O  3.965  4.122  5.816
C  4.941  3.602  6.655
C  6.265  3.737  5.994
C  3.872  2.132  4.030
H  4.746  2.580  6.981
H  5.012  4.262  7.520
H  6.449  4.706  5.532
H  6.482  2.887  5.347
H  6.977  3.613  6.811
H  3.198  1.397  3.591
H  4.651  1.620  4.594
H  4.129  2.910  3.310
O  2.240  -0.964  -3.329
S  2.544  -2.448  -3.110
O  2.389  -3.053  -1.818
O  1.746  -3.391  -4.301
C  1.468  -2.741  -5.505
C  0.275  -3.349  -6.212
C  4.265  -2.838  -3.655
H  2.230  -2.644  -6.279
H  1.168  -1.706  -5.340
H  0.413  -3.427  -7.290
H  -0.645  -2.869  -5.877
H  0.247  -4.424  -6.034
H  4.467  -2.166  -4.489
H  4.283  -3.890  -3.941
H  4.954  -2.611  -2.842
C  -1.396  3.969  4.770
C  -1.051  5.460  4.290
O  -1.746  5.685  3.096
S  -3.032  4.722  3.010
O  -3.314  4.445  1.604
O  -4.086  5.255  3.890
O  -2.234  3.485  3.775
H  -1.667  3.961  5.826
H  -0.544  3.290  4.727
H  0.020  5.570  4.121
H  -1.339  6.175  5.060
C  -3.724  4.913  -1.297
C  -2.758  3.834  -1.919
O  -2.649  4.153  -3.250
S  -3.327  5.572  -3.753
O  -4.127  5.423  -4.966
O  -2.242  6.590  -3.664
O  -4.395  5.498  -2.404
H  -3.151  5.717  -0.834
H  -4.427  4.449  -0.605
H  -3.251  2.862  -1.875
H  -1.822  3.802  -1.361
C  -5.512  -0.242  -0.688
C  -6.613  -1.069  -1.367
O  -7.793  -0.891  -0.667
S  -7.578  0.033  0.652
O  -7.284  -0.900  1.770
O  -8.700  0.997  0.852
O  -6.231  0.732  -0.038
H  -4.638  0.012  -1.288
H  -5.090  -0.855  0.108
H  -6.532  -2.153  -1.282
H  -6.855  -0.781  -2.390


This record from the OMol25 dataset describes a 2-piece molecular cluster, C24H25Cl2 overall. The level of theory is wB97M-V/def2-TZVPD.

Properties
total charge: +1
HOMO level: -10.09 eV
maximum force: 2.00 eV Å⁻¹
spin multiplicity: 1
energy relative to the best compared isomer or geometry (same formula, charge and spin): 0.000 eV
Kohn-Sham gap: 4.54 eV
lowest unoccupied orbital energy: -5.6 eV
molecular weight: 384.4 g/mol

Element x y z (Å)
C  -2.100  -3.227  3.675
C  -2.179  -4.656  4.193
H  -1.412  -2.229  7.863
C  -3.379  -5.164  4.742
C  -3.424  -6.340  5.445
C  -4.644  -6.839  6.156
C  -2.214  -7.235  5.543
C  -0.959  -6.589  5.054
C  0.305  -7.353  5.328
C  -0.988  -5.399  4.365
H  -2.276  -3.139  2.599
H  -2.820  -2.587  4.207
H  -1.122  -2.781  3.912
H  -4.272  -4.530  4.594
H  -4.576  -7.915  6.396
H  -4.824  -6.355  7.136
H  -5.542  -6.682  5.533
H  -2.080  -7.632  6.577
H  -2.410  -8.138  4.894
H  0.083  -8.393  5.615
H  0.956  -7.376  4.440
H  0.894  -6.947  6.172
H  -0.079  -4.953  3.922
Cl  7.099  -2.370  9.932
C  5.414  -2.414  9.584
C  4.665  -3.582  9.814
C  3.310  -3.622  9.475
C  2.654  -2.486  8.919
C  1.199  -2.389  8.783
C  0.408  -1.365  8.350
C  -1.126  -1.322  8.381
C  -1.887  -0.141  7.696
C  -3.168  0.268  8.135
C  -3.875  1.315  7.506
C  -3.309  2.028  6.447
Cl  -4.037  3.426  5.786
C  -2.102  1.563  5.935
C  -1.419  0.488  6.531
C  3.446  -1.357  8.642
C  4.800  -1.318  8.960
H  5.178  -4.432  10.257
H  2.788  -4.554  9.623
H  0.636  -3.249  9.141
H  0.834  -0.499  7.821
H  -1.539  -1.598  9.373
H  -3.660  -0.213  8.984
H  -4.814  1.709  7.884
H  -1.654  2.058  5.083
H  -0.535  0.068  6.061
H  2.986  -0.507  8.154
H  5.402  -0.439  8.741


This record from the OMol25 dataset describes the molecule C5H5ClO2. The level of theory is wB97M-V/def2-TZVPD.

Properties
total charge: 0
HOMO level: -10.11 eV
maximum force: 2.76 eV Å⁻¹
spin multiplicity: 1
energy relative to the best compared isomer or geometry (same formula, charge and spin): 1.145 eV
Kohn-Sham gap: 9.43 eV
lowest unoccupied orbital energy: -0.7 eV
molecular weight: 132.5 g/mol
SMILES: C=C(C=O)C(=O)CCl

Element x y z (Å)
C  1.776  -0.129  -1.010
C  0.720  0.124  -0.246
C  0.326  1.506  0.075
O  0.450  2.405  -0.702
C  -0.212  -0.936  0.184
O  0.210  -2.086  0.113
C  -1.540  -0.640  0.818
Cl  -2.705  0.091  -0.335
H  2.008  -1.136  -1.435
H  2.373  0.740  -1.341
H  -0.050  1.640  1.083
H  -1.974  -1.576  1.102
H  -1.383  -0.003  1.694


Look up the spin multiplicity of the fifth one. 1


Among the records above, which one has the highest spin multiplicity? C14H24BrIrN4O2


Which value of spin multiplicity does entry 6 give? 2


Repeat the fifth record exactly.
This record from the OMol25 dataset describes the molecule C7H17NO. The level of theory is wB97M-V/def2-TZVPD.

Properties
total charge: 0
HOMO level: -7.87 eV
maximum force: 5.85 eV Å⁻¹
spin multiplicity: 1
energy relative to the best compared isomer or geometry (same formula, charge and spin): 2.505 eV
Kohn-Sham gap: 8.62 eV
lowest unoccupied orbital energy: 0.7 eV
molecular weight: 131.2 g/mol
SMILES: C[C@@H](N)[C@H](O)C(C)(C)C

Element x y z (Å)
C  2.725  -0.925  -0.802
C  1.440  -0.044  0.273
N  1.688  1.325  0.394
C  0.326  -0.442  -0.583
O  0.310  0.263  -1.789
C  -1.176  0.060  0.304
C  -1.164  -0.440  1.740
C  -1.358  1.566  0.254
C  -2.278  -0.641  -0.484
H  2.591  -1.050  -1.876
H  2.814  -1.904  -0.335
H  3.662  -0.382  -0.679
H  1.462  -0.554  1.235
H  2.501  1.564  0.942
H  1.630  1.813  -0.490
H  0.198  -1.524  -0.651
H  0.095  -0.367  -2.488
H  -0.900  -1.498  1.794
H  -0.470  0.130  2.355
H  -2.157  -0.330  2.187
H  -2.322  1.849  0.689
H  -1.346  1.927  -0.773
H  -0.566  2.071  0.805
H  -2.153  -1.725  -0.464
H  -3.254  -0.427  -0.038
H  -2.299  -0.314  -1.523